# 1
DFT (ωB97M-V with the def2-TZVPD basis set) results for a gas-phase ion, C21H41FN5OS (charge +1) at a distorted geometry.

The SMILES is [H]/N=C/CN(F)c1nc(CCCCCCCCOC)n([C@H](C)CCC)[n+]1CSCC. The calculated total energy comes out at -45479.0291 eV.

```
! wB97M-V def2-TZVPD RIJCOSX def2/J DEFGRID3
* xyz 1 1
H -1.85 7.02 2.24
N -2.25 6.15 1.84
C -2.71 5.50 2.86
C -3.41 4.08 2.83
N -3.47 3.44 1.51
F -4.62 3.65 0.82
C -2.58 2.64 0.92
N -2.91 2.09 -0.37
C -1.73 1.29 -0.58
C -1.70 0.48 -1.93
C -2.08 -1.06 -1.81
C -2.37 -1.58 -3.32
C -0.94 -2.07 -3.88
C -0.52 -3.52 -3.37
C 0.84 -3.57 -2.53
C 2.16 -3.40 -3.41
C 3.11 -2.22 -2.96
O 3.72 -2.41 -1.67
C 4.62 -1.34 -1.33
N -0.82 1.42 0.49
C 0.46 0.66 0.48
C 1.35 0.87 -0.84
C 0.08 -0.90 0.74
C 0.79 -1.42 2.10
C 2.26 -1.92 1.72
N -1.32 2.28 1.44
C -0.57 2.61 2.66
S -1.05 1.32 3.94
C 0.35 1.10 5.13
C 0.21 -0.24 6.02
H -2.60 5.98 3.90
H -4.49 4.25 3.18
H -2.94 3.42 3.64
H -0.73 0.63 -2.50
H -2.50 0.96 -2.60
H -1.20 -1.70 -1.46
H -3.01 -1.28 -1.22
H -3.16 -2.39 -3.35
H -2.67 -0.70 -4.00
H -0.85 -1.95 -5.01
H -0.17 -1.34 -3.43
H -1.34 -3.88 -2.66
H -0.50 -4.31 -4.21
H 0.86 -4.57 -2.00
H 0.85 -2.76 -1.74
H 2.78 -4.36 -3.34
H 1.88 -3.28 -4.51
H 3.97 -2.16 -3.72
H 2.57 -1.21 -3.05
H 5.64 -1.72 -0.97
H 4.16 -0.72 -0.48
H 4.86 -0.66 -2.23
H 1.15 0.92 1.36
H 2.46 0.79 -0.63
H 1.05 1.80 -1.42
H 1.10 -0.01 -1.52
H -1.04 -1.05 0.86
H 0.48 -1.52 -0.11
H 0.15 -2.20 2.61
H 0.91 -0.57 2.86
H 2.49 -2.89 2.27
H 2.43 -2.07 0.60
H 3.08 -1.19 2.05
H -0.81 3.65 3.08
H 0.56 2.62 2.52
H 1.32 1.03 4.55
H 0.33 1.98 5.86
H -0.18 -1.12 5.43
H -0.44 -0.06 6.94
H 1.26 -0.45 6.41
*
```

---

# 2
DFT (ωB97M-V with the def2-TZVPD basis set) results for C4H7N3O in the gas phase at a distorted geometry.

The relative energy (zero: lowest compared OMol25 entry of this formula, charge and spin) is 4.284 eV. The SMILES is Cn1ccc(=O)n1N.

```
! wB97M-V def2-TZVPD RIJCOSX def2/J DEFGRID3
* xyz 0 1
C 1.76 -0.39 0.19
N 0.52 0.03 -0.41
C 0.39 1.42 -0.30
C -0.89 1.80 0.14
C -1.68 0.51 0.21
O -2.89 0.07 -0.03
N -0.65 -0.50 0.06
N -1.10 -1.77 -0.10
H 2.15 -1.53 0.15
H 1.72 -0.22 1.29
H 2.60 0.17 -0.15
H 1.31 2.10 -0.44
H -1.46 2.79 0.03
H -1.30 -2.09 -1.15
H -0.46 -2.38 0.50
*
```

---

# 3
DFT (ωB97M-V with the def2-TZVPD basis set) results for C4H7N3O in the gas phase at a distorted geometry.

The relative energy (zero: lowest compared OMol25 entry of this formula, charge and spin) is 2.525 eV. The SMILES is C=C/C(=N\N)C(N)=O.

```
! wB97M-V def2-TZVPD RIJCOSX def2/J DEFGRID3
* xyz 0 1
C -1.62 -1.47 0.47
C -0.74 -1.16 -0.51
C 0.22 0.03 -0.37
N -0.12 1.22 -0.07
N -1.35 1.54 -0.23
C 1.79 -0.27 -0.15
N 2.54 0.80 0.27
O 2.18 -1.39 -0.17
H -2.29 -2.31 0.56
H -1.67 -0.87 1.34
H -0.63 -1.85 -1.33
H -2.13 0.81 -0.26
H -1.87 2.40 0.05
H 2.10 1.74 0.14
H 3.59 0.77 0.25
*
```

---

# 4
DFT (ωB97M-V with the def2-TZVPD basis set) results for C16H16N4O2 in the gas phase at a distorted geometry.

The relative energy (zero: lowest compared OMol25 entry of this formula, charge and spin) is 0.827 eV. The SMILES is Cc1cc(/N=N/c2ccc3c(c2)CCC(=O)N3)c(N)cc1O.

```
! wB97M-V def2-TZVPD RIJCOSX def2/J DEFGRID3
* xyz 0 1
C 1.37 -4.61 -3.03
C 0.58 -3.32 -3.16
C 0.61 -2.39 -2.09
C -0.12 -1.16 -2.14
N -0.11 -0.24 -1.03
N 0.79 -0.38 -0.12
C 0.74 0.45 1.02
C 1.76 0.26 1.97
C 1.82 1.04 3.11
C 0.85 1.98 3.33
C -0.13 2.25 2.37
C -0.18 1.48 1.21
C -1.20 3.29 2.65
C -1.52 3.41 4.20
C -0.20 3.39 4.98
O -0.18 3.83 6.11
N 0.92 2.78 4.48
C -0.91 -0.92 -3.25
N -1.63 0.24 -3.33
C -1.04 -1.88 -4.26
C -0.27 -3.07 -4.22
O -0.41 -3.97 -5.22
H 2.41 -4.47 -3.35
H 1.35 -4.89 -1.99
H 0.96 -5.41 -3.69
H 1.24 -2.60 -1.26
H 2.55 -0.44 1.80
H 2.60 0.88 3.84
H -0.90 1.69 0.44
H -0.92 4.26 2.19
H -2.14 3.00 2.18
H -2.13 4.29 4.43
H -2.06 2.51 4.51
H 1.60 2.56 5.17
H -1.95 0.51 -4.26
H -1.44 0.97 -2.67
H -1.78 -1.70 -5.04
H -0.92 -3.62 -5.92
*
```